ORCA calculation (ωB97M-V/def2-TZVPD) on a structure of composition C14H7F3GdN3O5.

```
33
Properties=species:S:1:pos:R:3:forces:R:3
Gd 0.0598 1.9784 -1.5309 0.1 -0.9 0.4
O -0.1407 1.9886 4.8865 0.0 0.0 0.0
C -0.0433 1.9197 3.5456 0.0 0.0 0.1
C 1.1875 1.9626 2.8854 -0.1 0.0 -0.2
C 1.1711 1.9003 1.5069 0.1 0.0 0.3
N 0.0314 1.8033 0.8401 0.0 0.1 -0.3
C -1.1436 1.7242 1.4549 -0.1 0.0 0.3
C -1.2366 1.7849 2.8282 0.1 -0.1 -0.2
C -2.3254 1.5259 0.5076 0.0 -0.1 -0.1
O -3.4281 1.3068 0.9444 0.0 0.0 0.1
O -1.9749 1.5850 -0.7521 0.2 0.1 0.1
C 2.4150 1.8662 0.6202 -0.1 -0.1 0.0
O 3.5068 1.7539 1.1258 0.0 0.1 0.0
O 2.1277 1.8987 -0.6519 -0.2 0.0 0.1
H 0.7354 2.0782 5.2794 0.0 0.0 0.0
H 2.1323 2.0281 3.4089 0.0 0.0 0.0
H -2.1955 1.7148 3.3198 0.0 0.0 0.0
N -0.0558 4.0395 -2.6667 0.0 0.1 -0.3
C -0.0349 3.3192 -3.5908 0.0 0.5 -0.4
F -0.3353 -4.8998 -0.0540 0.0 0.0 0.0
C -0.1931 -4.6673 -1.3676 0.0 0.0 0.0
F 0.9217 -5.2980 -1.7694 0.0 0.0 0.0
F -1.2308 -5.2276 -1.9981 0.0 0.0 0.0
C -0.0946 -3.1845 -1.6423 0.0 0.0 0.0
C -1.0499 -2.5364 -2.4067 0.0 0.1 0.0
C -0.9216 -1.1715 -2.6084 0.1 -0.1 0.1
N 0.1024 -0.4759 -2.1093 -0.1 0.1 0.0
C 1.0281 -1.1176 -1.3888 0.2 0.0 0.2
C 0.9675 -2.4683 -1.1093 -0.1 0.0 -0.2
H -1.8911 -3.0677 -2.8260 0.0 0.0 0.0
H -1.6645 -0.6165 -3.1665 0.0 0.0 0.0
H 1.8419 -0.5090 -1.0087 0.0 0.0 0.0
H 1.7307 -2.9382 -0.5062 0.0 0.0 0.0
```
Forces are in eV/Å.

Output
Frontier orbital gap (alpha / beta): 8.518 / 9.227 eV
LUMO energy (alpha / beta): -1.70 / -1.01 eV
Charge: 0
Energy: -58329.758 eV
Maximum force: 0.99 eV/A
Multiplicity: 8
Expectation value of S²: 15.8560